(1)
Here is C36H71Br2N4OScSi as an isolated structure from OMol25. Energies are from the ωB97M-V functional and the def2-TZVPD basis.

Each line ends with the Mulliken charge.
Element x y z (Å)
Sc: -0.4141 -1.3851 0.9888  0.6127
C: -0.1603 -1.2665 -2.5577  0.3958
C: 1.1445 -0.7526 -1.9542  -1.0614
N: 1.2715 -0.9892 -0.4891  0.6294
C: 2.2256 -0.0491 0.1609  -0.9707
C: 1.4630 1.0737 0.8317  0.2777
N: 0.5479 0.4986 1.8511  0.0205
C: -0.3512 1.5249 2.4526  -1.0027
C: -1.5967 1.8251 1.6247  0.7734
C: -2.7370 0.8232 1.7616  -1.1046
N: -2.5356 -0.4603 1.0289  -0.0496
C: -2.8881 -0.3760 -0.4082  0.4238
C: -2.8145 -1.7635 -1.0229  -1.3868
N: -1.4926 -2.4081 -0.7628  0.1918
C: -0.6693 -2.5901 -1.9988  -1.3864
H: -0.0004 -1.3806 -3.6304  0.6036
H: -0.9355 -0.5032 -2.4631  -0.3468
H: 1.2098 0.3206 -2.1289  0.3582
H: 1.9990 -1.2189 -2.4497  0.3590
H: 1.6613 -1.9242 -0.3615  0.0264
H: 2.9265 0.3511 -0.5732  0.4445
H: 2.8131 -0.6019 0.8982  0.2358
H: 0.8630 1.6151 0.0972  -0.3962
H: 2.1494 1.7894 1.2904  0.5509
H: 1.1294 0.1401 2.6090  0.3148
H: 0.2191 2.4460 2.5927  0.3737
H: -0.6393 1.1707 3.4436  0.4010
H: -1.3417 1.9899 0.5742  -0.7528
H: -1.9852 2.7837 1.9748  0.5120
H: -3.6633 1.2829 1.4086  0.4230
H: -2.8835 0.5773 2.8151  0.3625
H: -3.1694 -1.1349 1.4551  0.3468
H: -2.1917 0.3116 -0.8945  -0.4486
H: -3.8888 0.0433 -0.5440  0.6708
H: -3.0062 -1.7052 -2.0948  0.3481
H: -3.5960 -2.3940 -0.5945  0.4762
H: -1.6713 -3.3471 -0.4122  0.2919
H: -1.2769 -3.1015 -2.7475  0.5010
H: 0.1557 -3.2607 -1.7468  0.3038
C: 2.6850 -6.6627 6.4083  -2.0639
C: 1.5457 -5.6471 6.4916  1.8930
C: 1.8779 -4.6285 7.5915  -1.5835
C: 0.2525 -6.3917 6.8525  -1.6198
C: 1.3425 -4.9060 5.1713  -0.2892
C: 0.3412 -3.9384 5.0736  -0.3620
C: 0.1756 -3.3035 3.8715  0.2733
Br: -1.2129 -1.9786 3.6930  -0.2670
C: 0.9332 -3.5431 2.7219  0.2695
O: 0.6051 -2.8577 1.6017  -0.2547
C: 1.9543 -4.4903 2.8083  -0.7042
C: 2.1083 -5.1419 4.0388  -0.4389
C: 2.8797 -4.9219 1.6593  2.3403
C: 4.3420 -4.9062 2.1341  -1.7976
C: 2.4913 -6.3465 1.2361  -1.6579
C: 2.8179 -4.0252 0.4157  -1.6530
H: 2.7913 -7.1624 7.3711  0.4385
H: 3.6397 -6.1842 6.1802  0.4110
H: 2.4875 -7.4331 5.6600  0.4066
H: 2.0143 -5.1421 8.5439  0.4514
H: 1.0794 -3.8964 7.7237  0.3244
H: 2.7993 -4.0913 7.3594  0.3725
H: 0.3791 -6.9162 7.8004  0.4596
H: 0.0004 -7.1278 6.0871  0.3786
H: -0.5935 -5.7113 6.9633  0.3309
H: -0.2924 -3.6957 5.9158  0.5136
H: 2.8791 -5.8946 4.1033  0.3747
H: 4.5265 -5.5991 2.9526  0.3882
H: 4.6361 -3.9077 2.4640  0.3960
H: 4.9949 -5.2005 1.3112  0.4670
H: 2.5771 -7.0462 2.0673  0.3784
H: 3.1477 -6.6928 0.4358  0.4348
H: 1.4610 -6.3792 0.8749  0.3223
H: 3.0691 -2.9908 0.6722  0.2394
H: 1.8377 -4.0673 -0.0621  0.0671
H: 3.5589 -4.3749 -0.3039  0.5558
C: 1.6723 4.9822 -3.5801  -1.9735
C: 0.4108 5.4168 -2.8198  2.5061
C: 0.7532 5.3356 -1.3235  -1.6886
C: 0.1153 6.8870 -3.1764  -1.7790
Si: -1.0984 4.3484 -3.3055  -1.3847
Br: -0.7594 2.3709 -2.0827  -0.4256
C: -1.1108 3.7322 -5.1149  2.4382
C: -2.4194 3.0026 -5.4522  -2.0490
C: 0.0287 2.7477 -5.4211  -1.6624
C: -0.9752 4.9454 -6.0559  -1.6689
C: -2.7833 4.9675 -2.6386  2.6193
C: -3.3164 6.0735 -3.5702  -1.7595
C: -2.6471 5.5548 -1.2268  -1.8519
C: -3.8411 3.8560 -2.5464  -1.5927
H: 2.5162 5.5834 -3.2299  0.5948
H: 1.5905 5.1397 -4.6547  0.3410
H: 1.9180 3.9329 -3.3993  0.2468
H: 1.5894 6.0120 -1.1241  0.5421
H: 1.0694 4.3292 -1.0416  0.2195
H: -0.0673 5.6320 -0.6750  0.3335
H: 1.0124 7.4848 -2.9924  0.5696
H: -0.6837 7.3094 -2.5666  0.3228
H: -0.1518 7.0194 -4.2258  0.3050
H: -2.5913 2.1483 -4.7929  0.2865
H: -2.3531 2.6208 -6.4750  0.5854
H: -3.2890 3.6565 -5.4100  0.3516
H: -0.0801 1.8226 -4.8520  0.1879
H: 1.0175 3.1552 -5.2255  0.3570
H: -0.0153 2.4888 -6.4829  0.5326
H: -1.7435 5.7006 -5.8831  0.2789
H: -1.0805 4.6069 -7.0904  0.5759
H: -0.0003 5.4261 -5.9724  0.2878
H: -2.6098 6.8963 -3.6919  0.3227
H: -4.2306 6.4921 -3.1401  0.5585
H: -3.5701 5.6944 -4.5597  0.3094
H: -2.0256 6.4485 -1.2010  0.3239
H: -2.2395 4.8263 -0.5208  0.1344
H: -3.6404 5.8419 -0.8694  0.6056
H: -4.0332 3.3623 -3.4955  0.3276
H: -4.7824 4.3020 -2.2117  0.5323
H: -3.5575 3.0955 -1.8155  0.1212

Calculated values
**E**: -7906.61970 a.u.
**Energy relative to the best compared isomer or geometry (same formula, charge and spin)**: 14.1 kJ/mol
**Total charge**: +2
**Frontier orbital gap**: 8.23 eV
**LUMO level**: -0.1824 hartree

---

(2)
Here is C36H71Br3O25S5 as an isolated structure in a non-equilibrium geometry from OMol25. Energies are from the ωB97M-V functional and the def2-TZVPD basis.

Each line ends with the Mulliken charge.
Element x y z (Å)
O: 2.0271 -0.4520 3.3526  -0.4635
C: 3.0012 -0.4022 2.6639  0.6422
O: 3.4071 0.7906 2.1262  -0.3016
C: 4.2223 0.5466 0.9970  0.6780
C: 4.9796 -0.6959 1.3707  -0.6973
C: 3.9239 -1.4966 2.1690  -0.3439
H: 4.9936 1.3051 0.8325  0.2357
H: 3.5502 0.6362 0.1356  -0.6760
H: 5.7599 -0.3800 2.0655  0.3041
H: 5.4176 -1.1627 0.4891  0.3970
H: 4.3846 -2.1307 2.9165  0.4037
H: 3.4861 -2.1351 1.3965  0.0609
O: -7.9373 0.6545 -0.9315  -0.6050
C: -6.7518 0.6907 -0.7450  0.4066
O: -5.9049 1.2917 -1.6214  -0.4302
C: -4.5708 1.3523 -1.0507  0.3157
C: -4.5759 0.1530 -0.1261  0.2361
C: -5.9941 0.1098 0.3997  -0.5590
H: -4.4351 2.2629 -0.4634  -0.2882
H: -3.8100 1.2849 -1.8217  0.2137
H: -3.9346 0.2914 0.7480  -0.0663
H: -4.2039 -0.7260 -0.6513  0.1782
H: -6.1550 0.8021 1.2303  0.2450
H: -6.4473 -0.8511 0.6290  0.3568
O: 0.2293 4.4283 0.9061  -0.5627
C: -0.6786 4.6162 0.1331  0.3230
O: -0.9839 5.7981 -0.3424  -0.4726
C: -2.3154 5.8666 -0.8504  -0.7693
C: -2.5411 4.4296 -1.3245  -0.2384
C: -1.8095 3.6514 -0.2375  1.4334
H: -2.4688 6.4765 -1.7440  0.4339
H: -3.0393 6.1884 -0.1060  0.3761
H: -2.2862 4.1024 -2.3308  0.0412
H: -3.6243 4.2611 -1.3163  0.4741
H: -1.2826 2.7931 -0.6489  -1.0970
H: -2.2181 3.3118 0.7107  0.0080
O: 1.1934 2.6429 -2.3468  -0.5003
C: 0.7010 3.5278 -2.9764  0.4106
O: -0.2456 3.2750 -3.9288  -0.3851
C: -0.5240 4.4229 -4.7346  -0.5069
C: 0.5611 5.4437 -4.3624  -0.7096
C: 0.9045 5.0380 -2.9229  -0.3196
H: -1.5240 4.8333 -4.5918  0.3111
H: -0.4322 4.1407 -5.7823  0.4008
H: 0.1423 6.4473 -4.3528  0.4160
H: 1.4609 5.3424 -4.9654  0.2500
H: 0.2054 5.5596 -2.2703  0.2301
H: 1.9465 5.2405 -2.6898  0.4486
O: 2.3151 -0.6567 -8.6006  -0.5787
C: 1.9792 -0.4889 -7.4756  0.2614
O: 1.8848 0.7397 -6.8816  -0.4118
C: 1.5173 0.6512 -5.4896  1.1870
C: 1.7913 -0.8137 -5.1162  -0.1404
C: 1.5598 -1.4993 -6.4259  -0.5725
H: 0.4639 0.8602 -5.3075  0.0858
H: 2.1368 1.3402 -4.9226  -0.8339
H: 1.1458 -1.1791 -4.3152  -0.1470
H: 2.7740 -0.9725 -4.6630  0.4145
H: 0.4786 -1.6113 -6.6120  0.2594
H: 1.7941 -2.5457 -6.6219  0.4484
O: -2.5972 -5.9849 -3.4227  -0.6479
S: -2.1242 -5.1095 -2.3755  1.1661
O: -3.0207 -4.6839 -1.3238  -0.5706
O: -0.7773 -5.7410 -1.6683  -0.1986
C: 0.0526 -6.5192 -2.5480  -0.2112
C: 0.7602 -7.5606 -1.6946  -1.1924
C: -1.4634 -3.6072 -3.1205  -0.8278
H: 0.7988 -5.8761 -3.0258  0.2558
H: -0.5044 -6.9863 -3.3579  0.4144
H: 1.4015 -7.1893 -0.8981  0.2048
H: 1.3465 -8.2669 -2.2856  0.3928
H: -0.0102 -8.1883 -1.2403  0.3134
H: -2.3287 -3.0387 -3.4462  0.5385
H: -0.7820 -3.8775 -3.9255  0.3964
H: -0.8604 -3.0953 -2.3720  0.0263
O: -0.2109 -0.1298 -2.3876  -0.5744
S: -0.4092 -0.1344 -0.9728  0.7137
O: -1.6127 0.4075 -0.3598  -0.0424
O: -0.1414 -1.7118 -0.5012  -0.3064
C: -1.0382 -2.3177 0.4290  -0.2336
C: -0.8624 -1.6448 1.8303  0.1745
C: 1.0750 0.5367 -0.1599  -0.4262
H: -0.7405 -3.3329 0.6937  0.3263
H: -2.0607 -2.3436 0.0507  0.2666
H: -1.2364 -2.4067 2.5147  -0.4146
H: -1.4467 -0.7306 1.8567  0.0734
H: 0.2179 -1.5365 1.8867  -0.0106
H: 1.9127 0.1801 -0.7488  0.0964
H: 1.0397 0.2439 0.8872  -0.4881
H: 1.0097 1.6249 -0.1503  0.5778
O: -3.2767 4.4371 2.9350  -0.5889
S: -2.7120 3.4473 3.8025  1.0985
O: -2.8891 2.0329 3.6276  -0.5345
O: -1.0997 3.7904 3.8322  -0.3424
C: -0.2172 2.6691 3.6020  0.3067
C: 1.2089 3.1554 3.9438  -1.4267
C: -3.0236 3.9392 5.5193  -1.0491
H: -0.2268 2.2573 2.5975  -0.2620
H: -0.4432 1.9399 4.3812  0.7279
H: 1.8155 2.3703 4.3842  0.2924
H: 1.1315 3.9971 4.6343  0.4480
H: 1.6473 3.5879 3.0443  0.2646
H: -2.9937 5.0208 5.5623  0.3447
H: -2.2577 3.4563 6.1193  0.3238
H: -3.9841 3.4771 5.7433  0.3994
O: 6.9836 2.9615 -3.6952  -0.6125
S: 6.4803 2.0116 -2.7434  1.2439
O: 6.0990 2.4326 -1.4122  -0.5858
O: 5.2311 1.1509 -3.3392  -0.3528
C: 3.9159 1.7345 -3.3258  0.6322
C: 3.8523 3.0012 -4.1568  -0.5576
C: 7.6343 0.5928 -2.5139  -0.9854
H: 3.4385 1.7543 -2.3417  0.2597
H: 3.3256 0.9354 -3.7834  -0.6242
H: 4.1129 2.7085 -5.1769  0.4419
H: 4.4541 3.8851 -3.9466  0.3518
H: 2.8494 3.4358 -4.2206  -0.1579
H: 7.7806 0.6762 -1.4361  0.3586
H: 8.5912 0.8091 -2.9761  0.3446
H: 7.1433 -0.3538 -2.7034  0.2984
O: -1.2967 -3.4958 9.0096  -0.6292
S: -2.5952 -3.0968 8.4916  1.1463
O: -3.1010 -1.7815 8.7252  -0.5910
O: -2.5172 -3.2839 6.8792  -0.2322
C: -2.4087 -4.6023 6.3245  -0.0791
C: -2.5561 -4.5799 4.8246  -1.0927
C: -3.8184 -4.3536 8.9860  -0.9969
H: -3.1229 -5.2985 6.7762  0.3141
H: -1.4990 -5.1110 6.6580  0.3213
H: -1.8741 -3.9084 4.3045  -0.0846
H: -3.5609 -4.2502 4.5516  0.4161
H: -2.4395 -5.5759 4.4012  0.3895
H: -3.3816 -5.3453 9.0416  0.3296
H: -4.5670 -4.3094 8.1986  0.3713
H: -4.1389 -4.0113 9.9659  0.3786
C: 1.3393 -4.4137 3.5999  0.4715
Br: 0.6585 -6.0357 4.4490  -0.0761
Br: 2.1249 -5.0159 1.9003  -0.0304
Br: 2.6252 -3.5144 4.7133  -0.0075
H: 0.5263 -3.7111 3.4731  -0.3780

Calculated values
**E**: -13008.17759 a.u.
**Total charge**: 0
**Frontier orbital gap**: 9.38 eV
**LUMO level**: -0.0172 hartree

---

(3)
Here is C36H72AsF6O18PtS9 as an isolated structure in a non-equilibrium geometry from OMol25. Energies are from the ωB97M-V functional and the def2-TZVPD basis.

Each line ends with the Mulliken charge.
Element x y z (Å)
Pt: -0.0056 0.7462 4.4263  5.2006
As: 0.5012 0.0503 0.5077  1.6051
F: 0.6997 0.0041 -1.2261  -0.3743
F: 0.1997 -1.6571 0.7094  -0.2944
F: 0.4353 0.1561 2.2851  -0.8279
F: 0.8083 1.7604 0.4539  -0.2712
F: -1.1922 0.3659 0.3875  -0.2051
F: 2.1993 -0.3129 0.7470  -0.3619
C: 4.0635 -0.0342 -2.6700  -0.1701
C: 5.3623 -0.8702 -2.7721  -0.9504
C: 6.2419 -0.7631 -1.5304  -0.4930
S: 5.8008 0.8560 -0.8072  1.0754
O: 6.6384 1.8870 -1.3899  -0.7010
O: 5.6625 0.7351 0.6312  -0.6225
C: 4.1596 1.0630 -1.5862  0.7169
H: 3.1825 -0.6612 -2.5614  0.1394
H: 4.0504 0.4872 -3.6256  0.0619
H: 5.9671 -0.3185 -3.5004  0.3604
H: 5.3563 -1.8957 -3.1314  0.4609
H: 7.3173 -0.8265 -1.6669  0.5336
H: 5.9627 -1.4657 -0.7414  0.0130
H: 4.0928 2.1206 -1.8290  0.3818
H: 3.4711 0.8575 -0.7661  -0.8508
C: -1.3863 -2.4827 -2.8523  0.0563
C: -2.7895 -2.8015 -3.4350  -0.2463
C: -2.7021 -2.6666 -4.9721  -0.9176
S: -1.4742 -1.3588 -5.2746  1.1457
O: -2.1338 -0.0866 -5.4709  -0.5826
O: -0.5121 -1.8143 -6.2475  -0.7564
C: -0.7935 -1.3077 -3.5753  -0.0892
H: -0.8232 -3.4127 -2.9650  0.5212
H: -1.5131 -2.2661 -1.7899  -0.5779
H: -3.5479 -2.1736 -2.9659  -0.0799
H: -3.0550 -3.8373 -3.2263  0.5075
H: -3.6132 -2.4370 -5.5147  0.4479
H: -2.2571 -3.6022 -5.3071  0.3730
H: -1.3214 -0.4351 -3.1849  -0.4058
H: 0.2736 -1.1208 -3.5270  0.7651
C: -0.0231 2.4332 -4.1354  -0.2521
C: -0.4868 3.4621 -3.1014  0.1480
C: 0.4413 4.6545 -3.2386  -0.9826
S: 2.0708 3.9827 -3.6823  1.0698
O: 2.9300 3.9726 -2.5035  -0.5928
O: 2.4508 4.5876 -4.9290  -0.7006
C: 1.4715 2.2732 -3.9806  0.0162
H: -0.1483 2.8954 -5.1252  0.5929
H: -0.5510 1.4855 -4.1319  -0.6918
H: -0.5864 2.9904 -2.1185  -0.2083
H: -1.5116 3.7640 -3.3364  0.4290
H: 0.4731 5.2757 -2.3465  0.4278
H: 0.1354 5.2511 -4.0963  0.4209
H: 1.5525 1.8373 -2.9741  -0.4128
H: 2.0672 1.7250 -4.7002  0.6902
C: -2.2902 -6.6780 -0.1084  -1.0520
C: -1.8596 -5.2306 -0.3969  0.4176
C: -0.6514 -4.9630 0.4245  0.2062
S: -0.9461 -5.7133 2.0587  1.0728
O: -1.6395 -4.7771 2.9342  -0.5838
O: 0.2667 -6.3225 2.5462  -0.7081
C: -2.1263 -6.9596 1.4105  -0.7683
H: -1.6148 -7.3592 -0.6351  0.3387
H: -3.2601 -6.9501 -0.5204  0.4545
H: -2.7005 -4.5709 -0.1386  -0.2302
H: -1.8144 -4.9959 -1.4619  0.0455
H: -0.2660 -3.9490 0.5417  -0.5176
H: 0.2263 -5.5060 0.0561  0.5067
H: -3.1009 -6.9393 1.8868  0.3774
H: -1.5927 -7.8975 1.5414  0.4376
C: -3.9338 1.4897 -3.0071  -0.2296
C: -5.1897 0.9319 -3.7213  -0.6705
C: -6.2256 0.6284 -2.6573  -0.9887
S: -5.3196 0.3865 -1.0923  1.3781
O: -5.5226 -0.9608 -0.5831  -0.7297
O: -5.6193 1.5114 -0.2322  -0.7121
C: -3.6577 0.6056 -1.7855  1.7689
H: -4.1259 2.5323 -2.7374  0.5308
H: -3.0717 1.5917 -3.6659  -0.1314
H: -4.9831 0.0680 -4.3457  0.1161
H: -5.4843 1.7665 -4.3572  0.4617
H: -6.7617 -0.3059 -2.8259  0.4200
H: -7.0003 1.3694 -2.4741  0.4014
H: -3.4426 -0.3993 -2.1549  -1.5096
H: -2.9121 0.8785 -1.0456  -0.3010
C: -0.5185 5.1755 1.1754  -0.1650
C: -1.8841 4.8110 0.5442  -0.9146
C: -2.2934 3.4716 1.1498  0.1637
S: -1.7184 3.5461 2.8992  0.9022
O: -1.0077 2.3128 3.2792  -0.9011
O: -2.8215 3.8891 3.7628  -0.7467
C: -0.6697 4.9977 2.6811  -0.7595
H: -0.1362 6.1563 0.9092  0.5796
H: 0.2374 4.4164 0.9431  -0.1316
H: -1.7571 4.8243 -0.5367  0.1857
H: -2.6485 5.5633 0.7477  0.4247
H: -1.7473 2.6781 0.6427  -0.6810
H: -3.3368 3.1905 1.2852  0.7468
H: 0.1667 4.9664 3.3802  0.2489
H: -1.2856 5.7972 3.1071  0.4275
C: 3.7360 4.8489 2.9392  -0.3905
C: 4.5203 3.8258 2.0721  -0.8514
C: 3.6778 2.5797 2.0392  1.1941
S: 3.1472 2.3359 3.7638  0.8888
O: 4.1170 1.5687 4.4997  -0.6705
O: 1.7217 2.0327 3.8353  -1.0312
C: 3.4051 4.0903 4.2177  -1.0265
H: 2.8477 5.1144 2.3562  0.0449
H: 4.2633 5.7699 3.1734  0.4960
H: 5.4688 3.7230 2.6053  0.3202
H: 4.7184 4.2044 1.0715  0.5025
H: 4.1237 1.6337 1.7297  -0.8223
H: 2.7706 2.7376 1.4527  -0.3114
H: 4.2454 4.0645 4.9111  0.4387
H: 2.5450 4.4615 4.7755  0.4199
C: 4.0796 -3.7336 2.8952  -0.9089
C: 4.8796 -2.4587 2.5396  -0.4616
C: 4.5467 -1.3281 3.4881  0.6844
S: 3.0124 -1.7650 4.3286  0.4908
O: 1.9534 -0.7880 4.0689  -1.2060
O: 3.2629 -2.2079 5.6831  -0.7135
C: 2.7045 -3.2464 3.2611  -0.0581
H: 4.5781 -4.1454 3.7775  0.3379
H: 4.0928 -4.5188 2.1436  0.4421
H: 4.8300 -2.2572 1.4662  -0.1573
H: 5.9443 -2.7225 2.4955  0.4559
H: 4.1119 -0.5225 2.8881  -0.9742
H: 5.3237 -0.9295 4.1276  0.5955
H: 2.1129 -2.8642 2.4268  -0.2627
H: 2.1087 -3.9788 3.8060  0.5354
C: -4.0814 -2.7482 1.8557  -0.3586
C: -5.1341 -2.0585 2.7285  -0.9087
C: -4.4076 -1.4341 3.9076  -0.8394
S: -3.1282 -0.4674 3.0145  0.9254
O: -1.9649 -0.2151 3.8521  -1.2683
O: -3.6452 0.6588 2.2670  -0.5261
C: -2.8203 -1.9002 1.8872  0.5748
H: -4.5106 -2.8450 0.8595  0.4352
H: -3.8908 -3.7440 2.2624  0.1739
H: -5.9887 -2.6669 3.0080  0.4672
H: -5.4743 -1.2352 2.0898  0.2880
H: -3.8199 -2.1207 4.5188  0.4256
H: -5.0900 -0.8360 4.5071  0.4664
H: -2.0344 -2.4335 2.4284  0.3283
H: -2.4301 -1.6288 0.9152  -0.9065

Calculated values
**E**: -9306.86842 a.u.
**Expectation value of S²**: 2.00
**Energy relative to the best compared isomer or geometry (same formula, charge and spin)**: 0.0 kJ/mol
**Total charge**: +1
**Spin multiplicity**: 3
**Frontier orbital gap (spin up / spin down)**: 8.04 / 6.25 eV
**LUMO level (spin up / spin down)**: -0.1459 / -0.2118 hartree